[1]
DFT (ωB97M-V/def2-TZVPD) results for a structure of composition C29H40CsNS.

Output
frontier orbital gap = 5.61 eV
energy = -43593.8353 eV
HOMO energy = -5.7868 eV

The geometry in ORCA input format:
```
! RIJCOSX wB97M-V def2-TZVPD def2/J DEFGRID3
* xyz 0 1
Cs -0.228 -0.469 -0.141
C 0.866 -2.916 -1.985
C 2.010 -2.607 -1.191
C 1.896 -3.400 0.001
C 0.702 -4.142 -0.113
C 0.067 -3.863 -1.334
C -1.135 -4.591 -1.900
C -2.210 -4.799 -0.827
C -0.686 -5.969 -2.416
C -1.755 -3.817 -3.067
C 2.791 -3.534 1.234
C 4.168 -4.119 0.877
C 2.963 -2.196 1.975
C 2.178 -4.500 2.261
C 3.185 -1.891 -1.869
C 2.691 -0.916 -2.954
C 4.093 -1.063 -0.950
C 4.055 -2.947 -2.583
H 0.728 -2.612 -3.014
H 0.325 -4.847 0.615
H -1.818 -5.382 0.007
H -3.069 -5.335 -1.242
H -2.560 -3.839 -0.438
H -0.276 -6.560 -1.595
H 0.095 -5.848 -3.168
H -1.519 -6.521 -2.863
H -2.063 -2.816 -2.753
H -2.634 -4.344 -3.446
H -1.043 -3.716 -3.888
H 4.726 -3.481 0.195
H 4.035 -5.091 0.398
H 4.774 -4.259 1.778
H 3.378 -1.419 1.339
H 3.625 -2.323 2.837
H 1.991 -1.857 2.349
H 2.090 -5.509 1.855
H 1.191 -4.166 2.585
H 2.825 -4.549 3.141
H 1.977 -0.193 -2.550
H 2.218 -1.439 -3.783
H 3.539 -0.359 -3.360
H 3.528 -0.274 -0.442
H 4.872 -0.581 -1.546
H 4.591 -1.676 -0.203
H 3.444 -3.503 -3.295
H 4.460 -3.661 -1.867
H 4.887 -2.479 -3.122
N -0.759 2.537 0.738
S -2.166 3.205 0.922
C -2.281 3.928 2.575
C -3.157 3.344 3.477
C -3.200 3.806 4.785
C -2.365 4.840 5.181
C -1.490 5.420 4.270
C -1.447 4.968 2.962
C -2.239 4.764 -0.006
C -1.227 5.063 -0.899
C -1.294 6.240 -1.632
C -2.376 7.093 -1.476
C -3.397 6.773 -0.588
C -3.333 5.604 0.150
H -0.002 3.154 1.030
H -3.800 2.533 3.156
H -3.886 3.358 5.492
H -2.389 5.192 6.203
H -0.846 6.233 4.577
H -0.778 5.431 2.246
H -0.402 4.371 -1.014
H -0.502 6.487 -2.327
H -2.429 8.006 -2.054
H -4.241 7.441 -0.473
H -4.117 5.351 0.855
*
```

Atomic partial charges in e from the Mulliken method, atoms 1 to 8: 0.96, -0.75, 0.98, -0.79, -0.33, 0.04, 1.70, -1.64


[2]
DFT (ωB97M-V/def2-TZVPD) results for a structure of composition C29H40Ge2N2O3SSr at a distorted geometry.

Output
frontier orbital gap (alpha / beta) = 8.02 / 6.03 eV
energy = -164531.4997 eV
energy above the lowest of the compared OMol25 structures with the same formula, charge and spin = 1135.1 kJ/mol
HOMO energy (alpha / beta) = -10.2794 / -10.9639 eV
⟨S²⟩ = 0.76

The geometry in ORCA input format:
```
! RIJCOSX wB97M-V def2-TZVPD def2/J DEFGRID3
* xyz 1 2
Sr 0.197 0.375 -0.214
C 3.050 2.856 2.260
N 3.129 1.468 1.721
C 3.479 0.324 2.606
C 1.850 1.185 1.078
O 0.737 1.296 1.808
C 1.709 2.247 -0.222
O 0.731 2.009 -1.359
C 1.480 0.840 -1.979
C 2.184 -0.222 -0.930
O 1.945 -0.266 0.515
N 1.765 -1.592 -1.390
C 2.304 -1.750 -2.801
C 2.515 -2.499 -0.459
H 2.060 3.068 2.666
H 3.236 3.542 1.436
H 3.809 3.013 3.021
H 4.281 0.601 3.288
H 3.841 -0.486 1.988
H 2.617 -0.039 3.169
H 2.757 2.286 -0.503
H 1.549 3.237 0.181
H 2.271 1.240 -2.602
H 0.900 0.335 -2.771
H 1.498 -1.687 -3.530
H 2.814 -2.704 -2.888
H 3.030 -0.975 -3.029
H 3.580 -2.284 -0.539
H 2.320 -3.540 -0.708
H 2.257 -2.315 0.570
C -5.386 -0.410 -1.306
Ge -4.834 0.149 0.517
C -5.121 2.134 0.531
C -6.048 -0.602 1.834
Ge -2.237 0.170 0.255
C -2.408 -1.810 -0.009
C -3.052 -2.680 0.883
C -3.418 -3.954 0.480
C -3.165 -4.385 -0.815
C -2.556 -3.533 -1.725
C -2.190 -2.260 -1.327
C -2.108 0.133 2.231
C -2.780 1.080 3.014
C -2.824 0.950 4.393
C -2.203 -0.121 5.014
C -1.516 -1.066 4.257
C -1.465 -0.940 2.885
H -6.285 0.108 -1.635
H -5.499 -1.490 -1.384
H -4.535 -0.100 -1.912
H -5.730 2.420 -0.327
H -4.124 2.541 0.376
H -5.548 2.520 1.454
H -6.993 -0.121 1.580
H -5.743 -0.335 2.844
H -6.136 -1.680 1.727
H -3.298 -2.334 1.878
H -3.914 -4.619 1.177
H -3.459 -5.380 -1.125
H -2.384 -3.863 -2.742
H -1.770 -1.528 -2.012
H -3.273 1.913 2.527
H -3.345 1.689 4.990
H -2.244 -0.221 6.091
H -1.026 -1.895 4.751
H -0.931 -1.640 2.254
S 4.122 0.068 -1.038
C 4.604 1.214 -2.328
C 4.039 2.429 -2.698
C 4.362 3.013 -3.929
C 5.334 2.462 -4.739
C 6.001 1.318 -4.315
C 5.621 0.686 -3.146
H 3.291 2.951 -2.125
H 3.814 3.896 -4.229
H 5.578 2.920 -5.688
H 6.793 0.884 -4.911
H 6.094 -0.244 -2.859
*
```

Atomic partial charges in e from the Mulliken method, atoms 1 to 8: 2.23, -0.81, 0.16, -0.89, -0.64, -0.64, -0.47, -0.71


[3]
DFT (ωB97M-V/def2-TZVPD) results for a structure of composition C29H40IN3OS2Si2TeZn.

Output
frontier orbital gap = 7.54 eV
energy = -138481.2282 eV
energy above the lowest of the compared OMol25 structures with the same formula, charge and spin = 7.5 kJ/mol
HOMO energy = -7.5097 eV

The geometry in ORCA input format:
```
! RIJCOSX wB97M-V def2-TZVPD def2/J DEFGRID3
* xyz 0 1
Zn -0.019 -0.587 0.212
C 2.441 -3.506 2.554
C 1.780 -2.210 2.146
N 1.306 -2.047 0.959
N 1.559 -3.088 0.061
C 0.800 -3.122 -0.981
S -0.587 -2.138 -1.392
S 1.232 -4.292 -2.249
C 3.048 -4.254 -2.076
C 3.626 -2.961 -2.593
C 3.671 -2.685 -3.961
C 4.131 -1.461 -4.422
C 4.560 -0.490 -3.519
C 4.527 -0.759 -2.158
C 4.057 -1.988 -1.699
C 1.695 -1.120 3.140
C 2.593 -1.134 4.221
C 2.597 -0.155 5.192
C 1.672 0.887 5.102
C 0.766 0.928 4.064
C 0.740 -0.067 3.062
O -0.157 0.026 2.112
H 2.097 -4.316 1.925
H 3.529 -3.437 2.443
H 2.217 -3.725 3.596
H 3.261 -4.384 -1.021
H 3.392 -5.122 -2.635
H 3.318 -3.435 -4.664
H 4.153 -1.259 -5.488
H 4.918 0.468 -3.877
H 4.872 -0.015 -1.447
H 4.017 -2.191 -0.633
H 3.334 -1.923 4.279
H 3.309 -0.195 6.009
H 1.668 1.675 5.848
H 0.052 1.738 3.974
C -4.431 2.930 2.527
Si -4.196 1.080 2.576
C -3.116 0.610 4.010
C -5.867 0.270 2.705
C -3.377 0.500 0.987
Te -1.670 1.663 0.401
C -2.663 2.544 -1.283
Si -3.004 1.489 -2.787
C -3.900 2.607 -3.984
C -1.413 0.906 -3.540
C -4.062 0.011 -2.395
H -4.804 3.292 3.493
H -5.155 3.223 1.756
H -3.486 3.441 2.318
H -3.369 1.186 4.907
H -2.063 0.793 3.766
H -3.218 -0.455 4.250
H -6.368 0.582 3.631
H -5.783 -0.823 2.722
H -6.511 0.549 1.864
H -4.059 0.557 0.136
H -3.037 -0.536 1.078
H -2.028 3.387 -1.578
H -3.594 2.975 -0.894
H -3.294 3.491 -4.219
H -4.849 2.955 -3.559
H -4.123 2.092 -4.927
H -0.683 1.720 -3.626
H -1.590 0.508 -4.547
H -0.976 0.098 -2.941
H -5.007 0.293 -1.914
H -3.536 -0.692 -1.737
H -4.306 -0.522 -3.321
I 2.628 2.588 -4.251
C 2.588 2.015 -2.252
C 3.343 2.686 -1.304
C 3.301 2.242 0.008
C 2.492 1.165 0.326
N 1.737 0.541 -0.588
C 1.794 0.947 -1.861
H 3.960 3.532 -1.584
H 3.880 2.730 0.782
H 2.440 0.784 1.341
H 1.204 0.387 -2.578
*
```

Atomic partial charges in e from the Mulliken method, atoms 1 to 8: 1.92, -1.95, 0.46, 0.85, -0.89, 0.26, -0.48, -0.11


Repeat the first record exactly.
DFT (ωB97M-V/def2-TZVPD) results for a structure of composition C29H40CsNS.

Output
frontier orbital gap = 5.61 eV
energy = -43593.8353 eV
HOMO energy = -5.7868 eV

The geometry in ORCA input format:
```
! RIJCOSX wB97M-V def2-TZVPD def2/J DEFGRID3
* xyz 0 1
Cs -0.228 -0.469 -0.141
C 0.866 -2.916 -1.985
C 2.010 -2.607 -1.191
C 1.896 -3.400 0.001
C 0.702 -4.142 -0.113
C 0.067 -3.863 -1.334
C -1.135 -4.591 -1.900
C -2.210 -4.799 -0.827
C -0.686 -5.969 -2.416
C -1.755 -3.817 -3.067
C 2.791 -3.534 1.234
C 4.168 -4.119 0.877
C 2.963 -2.196 1.975
C 2.178 -4.500 2.261
C 3.185 -1.891 -1.869
C 2.691 -0.916 -2.954
C 4.093 -1.063 -0.950
C 4.055 -2.947 -2.583
H 0.728 -2.612 -3.014
H 0.325 -4.847 0.615
H -1.818 -5.382 0.007
H -3.069 -5.335 -1.242
H -2.560 -3.839 -0.438
H -0.276 -6.560 -1.595
H 0.095 -5.848 -3.168
H -1.519 -6.521 -2.863
H -2.063 -2.816 -2.753
H -2.634 -4.344 -3.446
H -1.043 -3.716 -3.888
H 4.726 -3.481 0.195
H 4.035 -5.091 0.398
H 4.774 -4.259 1.778
H 3.378 -1.419 1.339
H 3.625 -2.323 2.837
H 1.991 -1.857 2.349
H 2.090 -5.509 1.855
H 1.191 -4.166 2.585
H 2.825 -4.549 3.141
H 1.977 -0.193 -2.550
H 2.218 -1.439 -3.783
H 3.539 -0.359 -3.360
H 3.528 -0.274 -0.442
H 4.872 -0.581 -1.546
H 4.591 -1.676 -0.203
H 3.444 -3.503 -3.295
H 4.460 -3.661 -1.867
H 4.887 -2.479 -3.122
N -0.759 2.537 0.738
S -2.166 3.205 0.922
C -2.281 3.928 2.575
C -3.157 3.344 3.477
C -3.200 3.806 4.785
C -2.365 4.840 5.181
C -1.490 5.420 4.270
C -1.447 4.968 2.962
C -2.239 4.764 -0.006
C -1.227 5.063 -0.899
C -1.294 6.240 -1.632
C -2.376 7.093 -1.476
C -3.397 6.773 -0.588
C -3.333 5.604 0.150
H -0.002 3.154 1.030
H -3.800 2.533 3.156
H -3.886 3.358 5.492
H -2.389 5.192 6.203
H -0.846 6.233 4.577
H -0.778 5.431 2.246
H -0.402 4.371 -1.014
H -0.502 6.487 -2.327
H -2.429 8.006 -2.054
H -4.241 7.441 -0.473
H -4.117 5.351 0.855
*
```

Atomic partial charges in e from the Mulliken method, atoms 1 to 8: 0.96, -0.75, 0.98, -0.79, -0.33, 0.04, 1.70, -1.64


Repeat the first record exactly.
DFT (ωB97M-V/def2-TZVPD) results for a structure of composition C29H40CsNS.

Output
frontier orbital gap = 5.61 eV
energy = -43593.8353 eV
HOMO energy = -5.7868 eV

The geometry in ORCA input format:
```
! RIJCOSX wB97M-V def2-TZVPD def2/J DEFGRID3
* xyz 0 1
Cs -0.228 -0.469 -0.141
C 0.866 -2.916 -1.985
C 2.010 -2.607 -1.191
C 1.896 -3.400 0.001
C 0.702 -4.142 -0.113
C 0.067 -3.863 -1.334
C -1.135 -4.591 -1.900
C -2.210 -4.799 -0.827
C -0.686 -5.969 -2.416
C -1.755 -3.817 -3.067
C 2.791 -3.534 1.234
C 4.168 -4.119 0.877
C 2.963 -2.196 1.975
C 2.178 -4.500 2.261
C 3.185 -1.891 -1.869
C 2.691 -0.916 -2.954
C 4.093 -1.063 -0.950
C 4.055 -2.947 -2.583
H 0.728 -2.612 -3.014
H 0.325 -4.847 0.615
H -1.818 -5.382 0.007
H -3.069 -5.335 -1.242
H -2.560 -3.839 -0.438
H -0.276 -6.560 -1.595
H 0.095 -5.848 -3.168
H -1.519 -6.521 -2.863
H -2.063 -2.816 -2.753
H -2.634 -4.344 -3.446
H -1.043 -3.716 -3.888
H 4.726 -3.481 0.195
H 4.035 -5.091 0.398
H 4.774 -4.259 1.778
H 3.378 -1.419 1.339
H 3.625 -2.323 2.837
H 1.991 -1.857 2.349
H 2.090 -5.509 1.855
H 1.191 -4.166 2.585
H 2.825 -4.549 3.141
H 1.977 -0.193 -2.550
H 2.218 -1.439 -3.783
H 3.539 -0.359 -3.360
H 3.528 -0.274 -0.442
H 4.872 -0.581 -1.546
H 4.591 -1.676 -0.203
H 3.444 -3.503 -3.295
H 4.460 -3.661 -1.867
H 4.887 -2.479 -3.122
N -0.759 2.537 0.738
S -2.166 3.205 0.922
C -2.281 3.928 2.575
C -3.157 3.344 3.477
C -3.200 3.806 4.785
C -2.365 4.840 5.181
C -1.490 5.420 4.270
C -1.447 4.968 2.962
C -2.239 4.764 -0.006
C -1.227 5.063 -0.899
C -1.294 6.240 -1.632
C -2.376 7.093 -1.476
C -3.397 6.773 -0.588
C -3.333 5.604 0.150
H -0.002 3.154 1.030
H -3.800 2.533 3.156
H -3.886 3.358 5.492
H -2.389 5.192 6.203
H -0.846 6.233 4.577
H -0.778 5.431 2.246
H -0.402 4.371 -1.014
H -0.502 6.487 -2.327
H -2.429 8.006 -2.054
H -4.241 7.441 -0.473
H -4.117 5.351 0.855
*
```

Atomic partial charges in e from the Mulliken method, atoms 1 to 8: 0.96, -0.75, 0.98, -0.79, -0.33, 0.04, 1.70, -1.64